The following is a DFT calculation (wB97M-V/def2-TZVPD) of one molecule with the formula C5H6O2.

Each line ends with the natural charge from an NBO analysis.
Atoms and positions in Å:
C 1.128 -1.138 0.839  -0.604
C -0.286 -0.199 0.163  0.004
O 0.449 0.964 -0.163  -0.495
C 0.141 2.073 0.488  0.646
O -0.790 2.208 1.237  -0.592
C -0.921 -0.689 -1.093  -0.073
C -1.397 -1.055 -2.143  -0.189
H 1.938 -1.253 0.077  0.225
H 0.261 -1.746 0.905  0.234
H 1.627 -0.598 1.691  0.223
H -1.152 0.004 0.867  0.254
H 0.868 2.860 0.236  0.125
H -1.798 -1.399 -3.079  0.243

* ΔE to the lowest compared entry with this formula, charge and spin: 97.1 kcal/mol
* E: -9372.885 eV
* E_LUMO: 0.9 eV
* gap between HOMO and LUMO: 0.3929 Ha
* molar mass: 98.10 g/mol
* HOMO level: -9.8 eV

***

The following is a DFT calculation (wB97M-V/def2-TZVPD) of an isolated ion of composition C5H14NO and charge +1.

Each line ends with the natural charge from an NBO analysis.
Atoms and positions in Å:
C -1.741 1.740 -0.429  -0.664
C -0.799 0.754 0.243  -0.042
C 0.020 -0.082 -0.714  -0.462
C 0.059 -1.636 -0.481  -0.422
C 1.480 -2.136 -0.258  -0.074
O 2.048 -1.538 0.928  -0.726
N 0.213 1.558 1.058  -0.669
H -1.346 2.759 -0.513  0.225
H -2.724 1.745 0.032  0.249
H -1.906 1.682 -1.509  0.265
H -1.373 0.208 0.951  0.227
H 1.098 0.112 -0.675  0.228
H -0.174 0.090 -1.771  0.247
H -0.285 -2.151 -1.381  0.236
H -0.688 -1.886 0.268  0.203
H 1.351 -3.189 -0.034  0.198
H 2.092 -1.812 -1.085  0.197
H 1.361 -1.619 1.590  0.454
H -0.246 2.021 1.847  0.437
H 0.558 2.356 0.519  0.440
H 1.004 1.027 1.414  0.453

* charge: +1
* ΔE to the lowest compared entry with this formula, charge and spin: 39.9 kcal/mol
* E: -8942.279 eV
* E_LUMO: -3.5 eV
* gap between HOMO and LUMO: 0.3869 Ha
* molar mass: 104.17 g/mol
* HOMO level: -14.0 eV

***

The following is a DFT calculation (wB97M-V/def2-TZVPD) of C24H34GeN2O4RhSe3 as an isolated structure.

Each line ends with the natural charge from an NBO analysis.
Atoms and positions in Å:
Rh -0.090 0.038 0.068  0.660
O -1.748 -1.105 -0.255  -0.781
C -1.691 -2.053 -1.174  0.465
C -2.827 -2.297 -1.967  -0.314
C -2.855 -3.304 -2.914  -0.182
C -1.743 -4.124 -3.119  -0.294
C -0.616 -3.888 -2.353  -0.146
C -0.563 -2.866 -1.404  -0.231
C 0.659 -2.732 -0.614  0.144
N 0.867 -1.804 0.231  -0.224
N 1.993 -1.882 1.026  -0.469
C 1.688 -1.195 2.104  0.583
O 0.573 -0.646 2.359  -0.770
C 2.794 -1.101 3.134  -0.018
C 2.545 -0.447 4.333  -0.204
C 3.551 -0.311 5.285  -0.224
C 4.817 -0.825 5.038  -0.221
C 5.072 -1.477 3.837  -0.228
C 4.066 -1.615 2.890  -0.207
H -3.682 -1.648 -1.808  0.211
H -3.750 -3.451 -3.507  0.199
H -1.762 -4.917 -3.854  0.202
H 0.267 -4.507 -2.484  0.199
H 1.415 -3.511 -0.685  0.191
H 1.555 -0.040 4.492  0.235
H 3.347 0.203 6.217  0.202
H 5.605 -0.714 5.775  0.200
H 6.060 -1.876 3.636  0.203
H 4.247 -2.118 1.948  0.234
O 4.355 -0.371 -1.679  -0.740
C 2.998 -0.150 -2.090  -0.068
C 2.676 1.334 -2.284  -0.156
C 3.686 1.873 -3.308  -0.049
O 3.486 3.248 -3.661  -0.731
C 1.262 1.560 -2.836  -0.593
Se -0.152 0.334 -2.317  0.007
C 2.824 2.121 -0.995  -0.568
Se 1.675 1.683 0.526  -0.185
H 4.404 -0.150 -0.742  0.473
H 2.317 -0.591 -1.371  0.204
H 2.864 -0.675 -3.038  0.174
H 3.647 1.241 -4.204  0.152
H 4.691 1.808 -2.901  0.194
H 2.567 3.358 -3.923  0.461
H 1.259 1.479 -3.929  0.209
H 0.927 2.559 -2.560  0.212
H 2.674 3.176 -1.208  0.218
H 3.841 2.008 -0.619  0.205
C -5.684 3.159 0.415  -1.093
Ge -4.267 1.824 0.264  1.642
C -5.015 0.080 0.676  -1.113
C -3.568 1.777 -1.531  -1.109
C -2.891 2.443 1.517  -1.059
Se -1.343 1.335 1.960  0.440
C -2.278 -0.076 2.906  -0.796
H -6.528 2.902 -0.232  0.224
H -5.313 4.145 0.122  0.225
H -6.044 3.217 1.446  0.221
H -5.861 -0.093 0.005  0.225
H -5.372 0.010 1.706  0.222
H -4.263 -0.693 0.493  0.259
H -4.324 1.398 -2.225  0.223
H -2.709 1.107 -1.561  0.268
H -3.242 2.765 -1.865  0.227
H -3.342 2.697 2.479  0.223
H -2.476 3.363 1.101  0.243
H -3.191 -0.339 2.388  0.221
H -2.488 0.271 3.914  0.207
H -1.597 -0.923 2.929  0.268

* charge: -1
* ΔE to the lowest compared entry with this formula, charge and spin: 52.7 kcal/mol
* E: -292174.452 eV
* E_LUMO: 2.2 eV
* gap between HOMO and LUMO: 0.2338 Ha
* molar mass: 826.94 g/mol
* HOMO level: -4.2 eV

***

The following is a DFT calculation (wB97M-V/def2-TZVPD) of one molecule with the formula C5H10O.

Each line ends with the natural charge from an NBO analysis.
Atoms and positions in Å:
C 2.372 0.807 -0.702  -0.598
C 1.072 1.109 0.043  -0.471
C 0.294 -0.129 0.299  0.076
O -0.543 -0.181 1.313  -0.394
C -1.650 -0.889 1.215  0.073
C -2.245 -1.085 -0.126  -0.700
H 3.069 0.251 -0.069  0.208
H 2.862 1.725 -1.039  0.209
H 2.175 0.197 -1.592  0.202
H 1.253 1.637 0.987  0.216
H 0.467 1.799 -0.571  0.200
H 0.246 -0.941 -0.415  0.156
H -2.165 -1.021 2.155  0.173
H -1.961 -0.191 -0.724  0.217
H -3.335 -1.141 -0.047  0.224
H -1.911 -1.946 -0.726  0.210

* ΔE to the lowest compared entry with this formula, charge and spin: 82.6 kcal/mol
* E: -7391.184 eV
* E_LUMO (alpha / beta): 1.0 / 1.0 eV
* gap between HOMO and LUMO (alpha / beta): 0.2911 / 0.2898 Ha
* molar mass: 86.13 g/mol
* HOMO level (alpha / beta): -6.9 / -6.9 eV

***

- Which formula does entry 4 have?
  C5H10O

***

- Which of these has the highest E?
  C5H10O

***

Copy entry 1 word for word.
The following is a DFT calculation (wB97M-V/def2-TZVPD) of one molecule with the formula C5H6O2.

Each line ends with the natural charge from an NBO analysis.
Atoms and positions in Å:
C 1.128 -1.138 0.839  -0.604
C -0.286 -0.199 0.163  0.004
O 0.449 0.964 -0.163  -0.495
C 0.141 2.073 0.488  0.646
O -0.790 2.208 1.237  -0.592
C -0.921 -0.689 -1.093  -0.073
C -1.397 -1.055 -2.143  -0.189
H 1.938 -1.253 0.077  0.225
H 0.261 -1.746 0.905  0.234
H 1.627 -0.598 1.691  0.223
H -1.152 0.004 0.867  0.254
H 0.868 2.860 0.236  0.125
H -1.798 -1.399 -3.079  0.243

* ΔE to the lowest compared entry with this formula, charge and spin: 97.1 kcal/mol
* E: -9372.885 eV
* E_LUMO: 0.9 eV
* gap between HOMO and LUMO: 0.3929 Ha
* molar mass: 98.10 g/mol
* HOMO level: -9.8 eV

***

- Which formula does entry 3 have?
  C24H34GeN2O4RhSe3